Record 1
The following is a DFT calculation (the ωB97M-V functional and the def2-TZVPD basis) of a cluster of 2 separate species, C4H5N2 in total in a non-equilibrium geometry.

E_HOMO (alpha / beta): -13.487 / -13.950 eV
Lowest unoccupied orbital energy (alpha / beta): -5.6 / -8.0 eV
Gap between HOMO and LUMO (alpha / beta): 0.2896 / 0.2190 Ha
F_max: 4.6 eV Å⁻¹
Charge: +1
Spin multiplicity: 1

Structure (XYZ):
```
11
Properties=species:S:1:pos:R:3:forces:R:3
C 0.841 1.901 -4.397 -0.36 2.17 -2.03
C 1.373 1.197 -3.592 1.01 -2.56 2.59
C 0.358 0.162 2.065 -0.16 1.37 4.26
C -0.421 -1.356 0.206 -3.12 -1.64 -2.91
N 0.474 -0.375 -0.307 1.49 1.67 -2.04
N 0.108 -0.321 0.932 -0.34 0.53 1.90
H 1.123 2.730 -5.002 -0.65 0.38 -0.54
H 0.905 1.064 2.355 0.46 -0.11 -1.45
H -0.047 -0.220 3.055 -0.15 -0.39 -1.85
H -1.487 -1.295 -0.327 2.14 -0.24 1.83
H 0.105 -2.274 0.312 -0.30 -1.18 0.24
```
Positions in Å, forces in eV/Å.

Mulliken atomic charge list, values in e, 5 entries: C -0.1867; C -0.0809; C -0.0368; C -0.1189; N -0.3760

***

Record 2
The following is a DFT calculation (the ωB97M-V functional and the def2-TZVPD basis) of a structure of composition C25H30GeN5PdSSe.

E_HOMO: -10.101 eV
Lowest unoccupied orbital energy: -3.9 eV
Gap between HOMO and LUMO: 0.2273 Ha
F_max: 0.1 eV Å⁻¹
Charge: +1
Spin multiplicity: 1

Structure (XYZ):
```
64
Properties=species:S:1:pos:R:3:forces:R:3
Pd -0.087 -0.803 0.463 -0.04 0.01 -0.05
N 1.561 -1.661 4.297 0.00 0.01 0.00
C 1.106 -1.793 3.058 -0.01 0.02 0.00
N 0.586 -0.813 2.376 0.03 -0.06 0.02
C 0.471 0.469 2.939 0.02 0.01 0.01
N -0.049 1.458 2.283 0.00 -0.01 -0.02
N -0.421 1.064 1.024 -0.03 0.04 -0.02
C -0.936 1.859 0.170 0.00 -0.04 0.03
C -1.210 1.270 -1.147 0.01 -0.01 0.02
C -1.736 2.009 -2.186 0.01 -0.02 -0.02
C -1.930 1.394 -3.418 -0.01 0.01 0.01
C -1.584 0.067 -3.564 0.00 -0.01 -0.01
C -1.064 -0.623 -2.474 -0.01 0.01 0.01
N -0.888 -0.046 -1.293 -0.03 0.04 -0.03
C 0.961 0.656 4.297 -0.01 0.01 -0.01
C 0.902 1.893 4.947 0.00 0.00 0.00
C 1.383 2.019 6.230 0.00 0.00 0.00
C 1.933 0.914 6.886 0.00 0.00 0.00
C 2.001 -0.313 6.263 0.00 0.00 0.00
C 1.512 -0.435 4.967 0.01 -0.02 0.01
H 1.949 -2.467 4.763 0.00 0.00 0.00
H 1.159 -2.769 2.586 0.00 0.00 0.00
H -1.129 2.903 0.394 0.00 0.00 0.01
H -1.983 3.050 -2.033 0.00 0.00 0.00
H -2.341 1.953 -4.248 0.00 0.00 0.00
H -1.709 -0.450 -4.504 0.00 0.00 0.00
H -0.794 -1.668 -2.544 -0.01 -0.01 -0.01
H 0.475 2.735 4.421 0.00 0.00 0.00
H 1.338 2.975 6.733 0.00 0.00 0.00
H 2.309 1.020 7.895 0.00 0.00 0.00
H 2.426 -1.171 6.769 0.00 0.00 0.00
C 1.858 3.781 -0.713 0.01 -0.01 0.02
Ge 2.947 2.947 -2.113 -0.01 0.00 0.00
C 1.758 2.114 -3.426 0.00 0.00 0.01
C 4.092 4.271 -2.976 0.00 0.00 0.00
C 4.031 1.572 -1.215 -0.03 0.02 0.00
Se 2.924 0.129 -0.491 0.08 0.00 0.01
C 2.971 -1.019 -2.057 0.00 -0.02 0.01
H 1.026 4.343 -1.140 0.00 0.00 -0.01
H 2.458 4.468 -0.115 0.00 0.00 0.00
H 1.462 3.011 -0.048 0.02 0.02 -0.01
H 1.072 2.860 -3.829 0.00 0.00 0.00
H 1.172 1.322 -2.955 0.00 0.01 0.00
H 2.318 1.686 -4.258 0.01 0.00 0.00
H 3.489 5.056 -3.433 0.00 0.00 0.00
H 4.698 3.810 -3.755 0.00 0.00 0.00
H 4.760 4.735 -2.251 0.00 0.00 0.00
H 4.560 2.014 -0.371 0.00 0.00 0.01
H 4.780 1.115 -1.861 0.00 0.01 -0.01
H 2.587 -0.490 -2.926 0.00 0.00 0.00
H 2.345 -1.881 -1.836 0.00 0.00 0.00
H 3.993 -1.343 -2.236 0.00 0.00 0.00
S 0.397 -2.998 -0.006 -0.02 0.00 0.04
C -0.968 -3.542 -0.994 0.02 -0.01 -0.03
C -2.287 -3.248 -0.652 -0.01 0.01 0.01
C -3.329 -3.633 -1.481 -0.01 0.00 0.00
C -3.072 -4.337 -2.651 0.01 0.00 0.00
C -1.763 -4.657 -2.983 -0.01 0.01 -0.01
C -0.716 -4.256 -2.165 0.00 0.00 0.01
H -2.492 -2.712 0.267 0.01 0.00 0.00
H -4.349 -3.394 -1.205 0.00 0.00 0.00
H -3.888 -4.644 -3.292 0.00 0.00 0.00
H -1.553 -5.214 -3.887 0.00 0.00 0.00
H 0.307 -4.490 -2.434 0.00 0.00 0.00
```
Positions in Å, forces in eV/Å.

Mulliken atomic charge list, values in e, 5 entries: Pd 0.8603; N 0.0994; C -0.3563; N -0.0418; C 0.2078